ORCA calculation (ωB97M-V with the def2-TZVPD basis set) on a 13-piece molecular cluster, C46H118N20O13 overall.

Positions of all 197 atoms, in Å:
O -3.573 -15.106 14.478
O 0.491 -13.531 12.062
O -3.574 -13.246 9.866
O -5.127 -3.895 5.242
O -4.634 -8.655 17.892
O -7.732 -14.152 13.165
O -5.465 -3.433 18.588
O -4.820 -10.512 10.012
O -7.409 -11.814 16.015
O 0.283 -10.650 8.441
O -3.216 -4.133 12.071
O -6.703 -8.458 6.164
O -9.796 -5.820 13.800
N -9.144 -10.387 15.819
N -6.633 -9.037 8.306
N -4.268 -3.764 18.131
N -7.533 -6.799 10.978
N -5.869 -4.486 11.927
N -2.276 -13.910 11.625
N -7.226 -14.683 11.090
N -5.007 -9.629 11.035
N -5.517 -15.968 15.141
N -1.071 -9.517 7.072
N -0.577 -11.582 6.531
N -9.013 -11.865 14.431
N -5.330 -13.885 14.978
N -4.546 -10.659 17.101
N 0.389 -11.658 14.145
N -1.382 -13.059 9.858
N -6.459 -9.808 17.432
N -9.317 -14.548 11.698
N -3.845 -3.722 5.584
N -4.879 -9.401 7.077
C -4.377 -4.403 16.794
C -3.784 -4.644 8.028
C -3.917 -2.987 11.578
C -2.587 -9.554 11.706
C 0.937 -14.740 11.427
C 1.454 -9.967 12.774
C -2.544 -13.427 10.433
C -5.284 -3.511 11.043
C -1.713 -4.165 16.728
C -3.200 -3.093 20.125
C -4.719 -15.033 14.832
C -1.177 -3.391 6.756
C -6.178 -2.316 10.585
C -0.310 -10.546 7.328
C -4.801 -8.420 13.733
C -5.223 -11.504 12.712
C -7.318 -10.346 11.493
C -4.297 -7.751 12.458
C -8.091 -14.503 12.059
C -6.038 -9.211 13.310
C -9.852 -7.371 11.120
C -5.819 -10.218 12.123
C -1.746 -3.683 18.147
C -3.362 -2.298 5.710
C -5.379 -5.510 16.792
C -3.936 -1.436 6.808
C -5.182 -9.620 17.485
C 0.641 -11.289 12.788
C -3.362 -4.781 6.507
C 1.367 -12.380 12.094
C -3.010 -5.075 16.534
C -3.142 -2.986 18.604
C -4.718 -3.476 15.618
C -8.445 -11.391 15.457
C -8.758 -6.399 11.678
C -1.845 -4.050 12.057
C -3.611 -1.609 4.344
C -3.480 -7.774 10.226
C -1.795 -2.279 5.865
C -3.233 -1.535 18.141
C -8.572 -6.330 13.217
C -9.759 -5.455 15.170
C -1.746 -4.780 6.469
C -6.097 -8.938 7.123
C -3.851 -8.753 11.392
C -3.856 -6.186 6.040
H -3.517 -1.346 17.106
H -4.877 -3.876 14.617
H -4.674 -1.708 4.123
H -1.519 -3.192 12.645
H -10.704 -5.067 15.550
H -3.594 -6.864 6.852
H -0.272 -12.415 14.038
H -8.420 -7.249 13.782
H -3.090 -14.098 12.193
H -5.696 -4.224 19.079
H -3.630 -1.847 7.770
H -5.624 -1.779 9.814
H -7.137 -7.620 11.414
H -6.538 -1.642 11.363
H -9.518 -8.392 10.938
H -5.103 -4.608 12.574
H -1.315 -2.195 4.890
H -9.964 -14.447 12.467
H -1.383 -4.854 12.631
H -6.326 -9.732 14.223
H -9.549 -6.366 15.730
H -8.976 -4.714 15.336
H -2.938 -6.035 17.044
H -9.611 -15.055 10.876
H -10.083 -10.291 15.457
H -8.116 -10.408 12.234
H -3.575 -0.427 6.607
H -7.062 -9.074 17.777
H -3.520 -7.034 12.724
H -4.142 -2.408 12.474
H -4.813 -11.211 13.678
H -4.827 -13.018 14.857
H -6.283 -14.415 11.335
H -1.415 -4.142 11.060
H -3.335 -0.559 4.440
H -4.945 -6.227 6.002
H -3.400 -6.353 5.064
H -4.027 -0.962 18.620
H -3.019 -8.336 9.414
H -4.334 -7.319 9.722
H -4.457 -9.703 7.944
H -4.406 -11.918 12.120
H -2.343 -1.005 18.479
H -2.856 -6.942 10.552
H -6.805 -10.577 16.876
H -1.623 -3.242 16.154
H 2.363 -10.080 13.364
H -4.860 -4.528 8.161
H -5.086 -7.755 14.549
H -7.610 -8.791 8.372
H -1.317 -4.961 5.483
H -6.437 -5.248 16.776
H -0.089 -3.408 6.812
H -5.278 -6.152 15.917
H -3.030 -4.044 20.630
H -2.764 -10.153 12.599
H -1.310 -14.087 11.861
H -3.871 -2.801 15.498
H -0.293 -11.014 12.297
H -1.515 -3.197 7.774
H -3.569 -10.639 17.359
H -8.518 -12.596 13.940
H -6.567 -3.990 12.462
H -2.355 -10.237 10.888
H 0.260 -15.188 10.700
H -0.818 -4.743 16.497
H -9.704 -11.346 13.907
H -5.011 -7.117 11.933
H -10.234 -6.957 10.186
H -5.015 -1.287 6.753
H 1.214 -12.057 14.569
H -4.211 -11.147 10.396
H -6.865 -6.073 11.198
H -5.037 -16.821 15.392
H 1.973 -14.677 11.094
H -5.639 -3.719 6.035
H -8.879 -5.363 11.362
H -6.061 -12.189 12.837
H -3.003 -5.389 15.490
H -4.970 -11.510 16.759
H 1.648 -9.559 11.782
H -7.504 -9.509 10.821
H -3.437 -5.500 8.607
H -6.208 -9.627 9.007
H -1.382 -5.567 7.129
H -7.451 -15.005 10.159
H -0.173 -12.470 6.796
H -5.624 -2.887 15.760
H 2.290 -12.573 12.640
H -6.333 -15.718 15.681
H -2.504 -2.350 20.516
H 0.915 -15.574 12.128
H -5.019 -4.204 10.245
H -1.582 -1.379 6.443
H -10.729 -7.492 11.757
H -1.324 -11.469 5.861
H -6.851 -8.514 13.103
H -1.484 -12.691 8.923
H -1.576 -4.474 18.877
H -4.049 -9.100 14.135
H -8.711 -9.764 16.484
H -0.846 -3.069 18.159
H -0.452 -13.021 10.251
H 0.838 -9.180 13.210
H -3.429 -2.460 10.758
H -1.743 -8.922 11.983
H -4.197 -2.792 20.443
H -2.979 -1.957 3.527
H -3.317 -3.791 8.519
H -7.638 -11.100 10.775
H -1.821 -9.691 6.418
H 1.635 -12.044 11.092
H -5.300 -6.178 17.650
H -1.318 -8.837 7.777
H -7.861 -5.562 13.523
H -7.097 -2.661 10.111
H -6.326 -13.950 14.827
H -4.428 -9.277 6.182

***

ORCA calculation (ωB97M-V with the def2-TZVPD basis set) on C32H34CaN5PS3 as an isolated structure.

Positions of all 76 atoms, in Å:
Ca -0.707 -1.807 -1.417
S 0.452 -3.763 0.363
S -0.198 -1.277 -4.107
S -1.607 0.887 -1.750
P 1.586 0.223 0.603
N -3.248 -2.030 -1.466
N 1.193 -2.168 2.523
N -0.994 -1.841 1.761
N -1.796 -1.853 0.767
N 0.897 -1.156 0.366
C -5.296 -1.764 -2.682
C 3.470 0.303 -2.991
C -3.865 -1.686 -0.303
C 3.138 0.037 -1.674
C 0.683 1.626 1.327
C 4.685 0.884 3.285
C -1.256 2.399 2.521
C 2.816 1.314 -3.680
C 0.683 -3.008 3.609
C -3.097 -1.624 0.904
C -0.789 3.702 2.446
C -0.683 0.414 -4.346
C 5.086 -1.189 2.151
C 0.376 -2.158 1.306
C -1.267 1.236 -3.446
C -5.250 -1.387 -0.317
C 5.478 -0.234 3.080
C -0.526 1.359 1.961
C -1.681 2.636 -3.869
C 1.838 2.060 -3.046
C -3.719 -1.325 2.234
C -0.399 0.905 -5.751
C 3.515 1.056 2.556
C 1.505 1.800 -1.721
C 0.024 -2.176 4.700
C 2.153 0.783 -1.027
C 3.119 0.113 1.615
C 1.149 2.939 1.251
C 0.416 3.974 1.810
C -5.951 -1.431 -1.499
C -3.940 -2.038 -2.596
C 3.917 -1.018 1.430
H -7.009 -1.190 -1.508
H 4.209 -0.310 -3.492
H 3.581 -1.792 0.749
H 0.778 4.993 1.737
H -3.975 -0.263 2.353
H -0.015 -3.753 3.216
H -5.804 -1.780 -3.637
H -5.742 -1.097 0.601
H 0.741 -1.461 5.115
H -1.227 0.672 -6.434
H -3.004 -1.585 3.015
H 2.080 3.154 0.739
H -1.370 4.513 2.871
H 1.290 2.819 -3.590
H -4.636 -1.901 2.399
H 5.685 -2.079 1.999
H -0.887 0.335 2.004
H -3.362 -2.257 -3.490
H -2.180 2.650 -4.843
H -0.339 -2.817 5.511
H 3.614 -0.791 -1.169
H 3.042 1.492 -4.725
H 0.683 2.334 -1.270
H -2.363 3.048 -3.128
H 2.089 -2.534 2.227
H -0.812 -1.619 4.280
H 6.389 -0.369 3.652
H 4.970 1.625 4.023
H -0.224 1.984 -5.797
H -2.204 2.185 3.000
H 0.485 0.397 -6.140
H 2.896 1.924 2.744
H 1.527 -3.557 4.041
H -0.819 3.316 -3.937

Its total charge is -2.

***

ORCA calculation (ωB97M-V with the def2-TZVPD basis set) on an isolated ion of composition C8H13N2O and charge +1.

Positions of all 24 atoms, in Å:
O -1.629 0.884 -0.110
N 1.120 -0.329 1.158
N -1.888 -1.895 -1.134
C -0.769 -1.170 -1.276
C -1.271 1.703 0.805
C -0.634 0.049 -0.781
C 2.464 1.522 1.609
C -0.022 1.757 1.438
C -3.080 -1.503 -1.272
C 1.175 0.977 1.313
C 0.375 -1.864 -1.900
H 1.182 -1.057 -2.135
H 2.419 2.360 2.208
H 0.140 2.701 1.759
H -3.769 -2.375 -0.993
H 2.015 -0.809 0.875
H -2.021 2.359 1.148
H 0.293 -0.934 0.931
H 0.631 -2.528 -1.029
H 0.049 -2.387 -2.819
H 3.089 1.844 0.737
H -3.269 -0.610 -1.766
H 3.124 0.808 2.012
H 0.275 0.495 -0.777

Its total charge is +1. Its SMILES is C=N/C(C)=C\O/C=C\C(C)=[NH2+].

***

ORCA calculation (ωB97M-V with the def2-TZVPD basis set) on an isolated ion of composition C44H46N2O3P and charge +1.

Positions of all 96 atoms, in Å:
P -2.236 -2.317 1.087
O 0.955 -0.555 2.392
O 0.562 -2.521 1.399
O 4.989 3.912 -2.408
N 2.888 4.488 -1.706
N 2.055 2.497 -1.019
C -0.966 -3.509 -2.652
C -5.623 -0.237 1.898
C 3.035 5.884 -2.063
C -4.422 0.713 -1.835
C -0.116 1.550 -0.272
C -4.322 -0.727 1.920
C 0.237 -1.403 1.635
C -2.135 -4.712 -0.412
C -1.294 -4.865 -2.693
C -3.779 -5.206 3.542
C -1.713 -4.502 4.582
C -2.850 -5.319 4.583
C -1.097 -0.800 1.095
C 4.302 1.405 -0.733
C -1.230 -2.769 -1.501
C -4.984 1.880 -1.337
C 2.164 -1.252 2.878
C -3.569 -4.284 2.513
C -6.522 -0.687 0.929
C -1.500 -3.590 3.537
C -4.254 2.663 -0.448
C 1.079 4.630 -0.098
C 3.357 2.212 -1.616
C 8.379 1.146 -2.187
C -6.119 -1.628 -0.021
C -3.914 -1.661 0.958
C 8.124 1.364 -0.823
C -3.175 0.273 -1.401
C -2.422 -3.466 2.488
C 7.304 0.943 -3.067
C -4.814 -2.123 -0.011
C 5.727 1.275 -1.253
C -3.003 2.236 -0.013
C 2.839 -0.231 3.732
C -2.483 0.970 -0.392
C 1.620 3.881 -1.322
C 0.649 3.929 -2.510
C 6.801 1.409 -0.366
C -1.876 -5.458 -1.567
C -1.840 -3.334 -0.369
C 3.890 3.599 -1.964
C -1.062 0.476 0.079
C 5.986 1.006 -2.600
C 1.260 1.474 -0.559
H 2.184 0.093 4.543
H 6.560 1.593 0.684
H 3.246 1.672 -2.572
H -4.968 0.117 -2.545
H 3.858 0.405 -0.591
H 4.086 6.138 -2.226
H 0.743 5.624 -0.417
H 2.487 6.131 -2.986
H -0.609 -2.968 3.525
H -5.977 2.182 -1.656
H 9.405 1.156 -2.565
H -0.952 -1.722 -1.515
H -2.743 -0.622 -1.877
H 1.861 -2.132 3.453
H -1.498 -0.005 1.755
H 3.127 0.636 3.137
H -0.984 -4.576 5.397
H 3.734 -0.641 4.192
H -1.090 -5.445 -3.596
H 5.141 0.835 -3.271
H -4.492 -2.849 -0.762
H 1.176 3.615 -3.421
H -2.553 -5.216 0.460
H -0.601 2.513 -0.618
H -5.929 0.485 2.658
H -2.127 -6.520 -1.593
H -0.511 -3.005 -3.509
H 8.942 1.533 -0.115
H 2.787 -1.572 2.033
H -6.830 -1.991 -0.767
H 2.674 6.507 -1.238
H 7.479 0.746 -4.128
H -4.668 -5.843 3.522
H 1.887 4.750 0.637
H -0.205 3.273 -2.338
H -0.670 -0.527 -0.499
H -2.376 2.868 0.632
H -3.011 -6.044 5.389
H -4.633 3.599 -0.078
H -4.313 -4.210 1.719
H -3.630 -0.385 2.694
H -7.543 -0.306 0.928
H 4.345 1.909 0.243
H 0.300 4.959 -2.647
H 0.251 4.081 0.348
H 1.754 0.498 -0.453

Its total charge is +1.

***

no.,Kohn-Sham gap (eV),largest force on an atom (eV/A),E_LUMO (eV)
1,7.769,7.1,0.139
2,4.683,0.3,4.346
3,8.036,4.1,-4.558
4,7.130,7.0,-2.533